Entry 1:
The following is a quantum chemistry calculation of C9H11AlFN as an isolated structure in a non-equilibrium geometry, from OMol25.

For the HOMO-LUMO gap, the calculation gives 6.13 eV. The highest occupied orbital energy comes out at -0.6355 hartree.

ORCA input file:
```
! RIJCOSX wB97M-V def2-TZVPD def2/J DEFGRID3
* xyz 2 1
F -2.515 -1.711 2.712
C -2.909 -0.404 2.065
C -2.091 -0.245 0.618
C -1.551 1.308 0.583
N -0.623 1.632 -0.568
C 0.607 0.752 -0.582
C 1.352 0.521 -2.056
C 2.700 -0.406 -2.224
C 3.395 -1.153 -0.922
C 2.691 -0.907 0.572
C 1.315 0.034 0.711
H -4.070 -0.366 1.848
H -2.578 0.430 2.822
H -1.250 -1.059 0.622
H -2.868 -0.448 -0.239
H -1.091 1.672 1.612
H -2.521 1.986 0.424
H 0.869 1.066 -2.994
H 3.163 -0.546 -3.291
H 4.352 -1.844 -1.033
H 3.183 -1.451 1.512
H 0.855 0.155 1.794
Al -0.416 0.984 -3.987
*
```

Entry 2:
The following is a quantum chemistry calculation of C9H11As2F6NO12SSeV as an isolated structure in a non-equilibrium geometry, from OMol25.

The value obtained for the relative energy (zero: lowest compared OMol25 entry of this formula, charge and spin) is 15.7 kcal/mol. For the HOMO-LUMO gap, the calculation gives 7.28 eV. The highest occupied orbital energy comes out at -0.2690 hartree.

ORCA input file:
```
! RIJCOSX wB97M-V def2-TZVPD def2/J DEFGRID3
* xyz -1 1
V -0.362 0.248 -0.582
O 2.662 -1.294 1.911
As 1.789 0.189 1.656
O 2.729 1.489 1.587
O 1.154 -0.256 0.026
C 0.370 0.091 2.978
C 0.651 -0.784 4.025
C -0.250 -0.953 5.062
C -1.456 -0.270 5.052
C -1.745 0.597 4.015
C -0.829 0.797 2.992
S -1.302 2.029 1.798
O -0.921 3.295 2.338
O -2.671 1.794 1.460
O -0.374 1.688 0.622
H 2.028 -2.016 1.716
H 1.568 -1.354 4.013
H -0.014 -1.640 5.864
H -2.177 -0.419 5.845
H -2.690 1.122 3.975
N 2.499 -0.176 -2.762
C 1.876 -0.581 -4.012
C 0.868 -1.721 -3.782
C -0.458 -1.202 -3.291
O -1.501 -1.276 -3.858
O -0.343 -0.602 -2.070
H 2.731 0.805 -2.735
H 3.321 -0.719 -2.541
H 2.595 -0.915 -4.769
H 1.353 0.278 -4.434
H 1.272 -2.400 -3.028
H 0.673 -2.275 -4.699
F 0.359 1.964 -1.815
As -1.085 2.717 -2.551
F -1.899 1.424 -1.591
F -1.225 3.755 -1.200
F -2.574 3.266 -3.183
F -0.103 3.855 -3.380
F -0.918 1.592 -3.846
O -2.430 -2.956 1.482
Se -1.106 -2.632 0.666
O 0.242 -2.590 1.542
O -1.360 -0.766 0.319
O -0.944 -3.197 -0.814
*
```

Entry 3:
The following is a quantum chemistry calculation of C9H11BFeO3 as an isolated structure in a non-equilibrium geometry, from OMol25.

The value obtained for the relative energy (zero: lowest compared OMol25 entry of this formula, charge and spin) is 49.0 kcal/mol. For the HOMO-LUMO gap (spin up / spin down), the calculation gives 7.23 / 5.21 eV. The highest occupied orbital energy (spin up / spin down) comes out at -0.6240 / -0.6419 hartree. As for the expectation value of S²: 6.070.

ORCA input file:
```
! RIJCOSX wB97M-V def2-TZVPD def2/J DEFGRID3
* xyz 2 5
O -1.647 -1.182 -2.326
C -1.473 -0.808 -1.236
Fe -1.512 -0.159 0.398
C -2.605 1.164 -0.069
O -3.496 1.786 -0.505
C -2.849 -1.173 0.831
O -3.868 -1.744 0.867
C 0.654 0.826 0.056
C 1.153 -0.568 0.201
C 0.066 -1.363 0.870
C -0.417 -0.846 2.098
C -0.475 0.541 2.223
C -0.082 1.340 1.121
H 0.704 1.409 -0.869
H 1.493 -1.023 -0.741
H 2.044 -0.538 0.865
H -0.009 -2.434 0.657
H -0.823 -1.509 2.869
H -0.907 1.001 3.116
H -0.311 2.407 1.159
H 2.160 0.850 -1.249
B 2.895 0.571 -2.346
H 3.596 1.551 -2.616
H 3.596 -0.417 -2.103
H 2.115 0.319 -3.269
*
```

Entry 4:
The following is a quantum chemistry calculation of one molecule with the formula C9H11BO2 in a non-equilibrium geometry, from OMol25.

The value obtained for the relative energy (zero: lowest compared OMol25 entry of this formula, charge and spin) is 104.0 kcal/mol. For the HOMO-LUMO gap, the calculation gives 8.87 eV. The highest occupied orbital energy comes out at -0.3280 hartree. As for the SMILES: B[C@@H](C(=O)OC)c1ccccc1.

ORCA input file:
```
! RIJCOSX wB97M-V def2-TZVPD def2/J DEFGRID3
* xyz 0 1
B 2.150 0.005 -1.437
C 0.587 -0.089 -1.061
C 0.012 -1.461 -0.933
O 0.320 -2.336 -0.172
O -1.089 -1.536 -1.659
C -1.946 -2.735 -1.688
C 0.344 0.764 0.163
C -0.171 2.068 0.092
C -0.262 2.727 1.289
C -0.003 2.121 2.485
C 0.513 0.832 2.590
C 0.656 0.122 1.382
H 2.594 -0.950 -1.983
H 2.565 0.727 -0.703
H 0.027 0.383 -2.115
H -1.874 -3.422 -0.902
H -1.787 -3.268 -2.647
H -2.971 -2.385 -1.595
H -0.505 2.447 -0.806
H -0.595 3.807 1.382
H -0.096 2.734 3.416
H 0.685 0.305 3.437
H 0.846 -0.860 1.466
*
```

What E values result from the calculations? In sequence: -745.4625, -10121.7782, -1862.7922, -524.7844 a.u..